Formula: C19H49N3O6PS
Source: the OMol25 dataset
Level of theory: ωB97M-V/def2-TZVPD

Values from the calculation:
HOMO energy, eV: -2.632
Lowest unoccupied orbital energy, eV: 2.21
Orbital gap, eV: 4.84

Geometry as ORCA input:
```
! RIJCOSX wB97M-V def2-TZVPD def2/J DEFGRID3
* xyz -1 1
C 0.98 2.00 -2.70
P 1.89 0.60 -1.99
S 2.53 0.80 -0.14
H 1.58 2.58 -3.42
H 0.54 2.64 -1.92
H 2.98 0.18 -2.83
H 0.98 -0.51 -1.96
C 3.09 8.12 -8.05
O 2.71 7.00 -8.83
C 3.80 6.16 -9.18
C 3.68 4.81 -8.48
N 3.92 4.94 -7.05
C 3.60 3.73 -6.29
C 2.13 3.29 -6.24
O 1.28 4.18 -5.55
C 0.76 5.24 -6.32
H 2.21 8.76 -7.93
H 3.43 7.82 -7.05
H 3.87 8.70 -8.55
H 4.76 6.63 -8.96
H 3.74 6.00 -10.26
H 4.42 4.12 -8.91
H 2.68 4.42 -8.69
H 3.37 5.70 -6.69
H 3.91 3.91 -5.26
H 4.21 2.90 -6.66
H 2.09 2.35 -5.68
H 1.73 3.06 -7.24
H 0.61 4.96 -7.37
H 1.41 6.12 -6.26
H -0.21 5.51 -5.90
C -1.67 -0.01 -0.33
O -1.26 -0.90 0.69
C -0.39 -0.30 1.64
C -1.07 -0.21 3.00
N -2.15 0.78 2.98
C -2.99 0.75 4.17
C -3.83 -0.51 4.41
O -4.85 -0.72 3.44
C -4.43 -1.42 2.28
H -2.24 -0.58 -1.07
H -2.33 0.77 0.07
H -0.81 0.45 -0.83
H -0.03 0.67 1.30
H 0.48 -0.95 1.73
H -0.33 0.08 3.75
H -1.46 -1.21 3.24
H -2.73 0.62 2.17
H -3.69 1.59 4.08
H -2.37 0.94 5.05
H -4.35 -0.38 5.36
H -3.21 -1.41 4.52
H -3.63 -2.14 2.49
H -4.11 -0.73 1.50
H -5.29 -1.97 1.90
C -2.38 -5.64 8.01
O -1.77 -6.62 7.18
C -2.47 -6.83 5.95
C -1.64 -6.36 4.77
N -1.56 -4.90 4.75
C -0.59 -4.38 3.78
C 0.88 -4.70 4.02
O 1.43 -4.09 5.18
C 1.25 -4.83 6.38
H -1.85 -5.63 8.96
H -2.32 -4.65 7.56
H -3.43 -5.89 8.20
H -3.46 -6.37 5.96
H -2.62 -7.92 5.86
H -2.11 -6.70 3.84
H -0.65 -6.81 4.85
H -1.30 -4.57 5.67
H -0.70 -3.29 3.79
H -0.88 -4.71 2.78
H 1.44 -4.27 3.18
H 1.09 -5.77 4.01
H 1.25 -5.90 6.20
H 0.34 -4.52 6.89
H 2.09 -4.59 7.04
*
```


Formula: C50H126N8O17
Source: the OMol25 dataset
Level of theory: ωB97M-V/def2-TZVPD

Values from the calculation:
HOMO energy, eV: -8.445
ΔE to the lowest compared entry with this formula, charge and spin, kJ/mol: 0.0
Lowest unoccupied orbital energy, eV: 0.55
Orbital gap, eV: 8.99

Geometry as ORCA input:
```
! RIJCOSX wB97M-V def2-TZVPD def2/J DEFGRID3
* xyz 0 1
C -21.57 -16.93 3.24
O -20.21 -17.19 3.38
C -19.68 -17.28 4.74
C -18.26 -16.74 4.77
N -17.27 -17.76 4.56
C -16.00 -17.15 4.23
C -15.12 -18.23 3.60
O -15.71 -18.96 2.44
C -14.77 -19.93 1.86
H -21.86 -16.01 3.76
H -22.13 -17.76 3.66
H -21.74 -16.81 2.17
H -19.76 -18.22 5.29
H -20.30 -16.61 5.34
H -18.07 -16.30 5.75
H -18.25 -15.91 4.07
H -17.52 -18.24 3.71
H -15.50 -16.83 5.15
H -16.05 -16.39 3.45
H -14.87 -18.94 4.39
H -14.21 -17.74 3.27
H -15.28 -20.65 1.22
H -14.27 -20.47 2.66
H -14.04 -19.32 1.33
C -25.01 -22.07 5.00
O -25.77 -21.32 5.91
C -26.67 -22.02 6.83
C -25.95 -22.98 7.85
N -25.49 -24.23 7.18
C -24.99 -25.28 8.12
C -23.68 -24.98 8.86
O -23.99 -24.42 10.11
C -23.19 -23.31 10.57
H -25.62 -22.80 4.46
H -24.15 -22.53 5.48
H -24.63 -21.37 4.25
H -27.43 -22.57 6.27
H -27.17 -21.24 7.40
H -26.66 -23.37 8.57
H -25.17 -22.48 8.43
H -26.24 -24.65 6.65
H -24.86 -26.18 7.51
H -25.78 -25.52 8.83
H -23.02 -24.39 8.22
H -23.14 -25.88 9.13
H -22.13 -23.55 10.52
H -23.37 -23.20 11.64
H -23.34 -22.37 10.04
C -25.08 -19.61 9.83
O -25.43 -20.73 10.60
C -26.82 -20.61 10.94
C -27.31 -21.92 11.62
N -27.13 -21.92 13.09
C -27.52 -23.14 13.72
C -27.10 -23.13 15.23
O -25.74 -23.55 15.43
C -25.45 -24.09 16.68
H -25.15 -18.70 10.42
H -25.72 -19.46 8.96
H -24.06 -19.71 9.46
H -27.46 -20.44 10.08
H -27.11 -19.76 11.55
H -26.73 -22.75 11.20
H -28.37 -22.06 11.45
H -26.22 -21.65 13.43
H -27.15 -24.00 13.16
H -28.59 -23.22 13.56
H -27.85 -23.69 15.79
H -27.23 -22.14 15.66
H -26.09 -24.93 16.91
H -25.54 -23.38 17.50
H -24.45 -24.52 16.62
C -21.82 -21.03 6.36
O -20.44 -21.04 6.70
C -20.09 -21.01 8.08
C -18.52 -21.12 8.12
N -17.83 -19.95 8.65
C -17.93 -18.82 7.70
C -17.52 -17.53 8.46
O -18.50 -17.15 9.39
C -19.72 -16.58 8.90
H -22.25 -20.05 6.53
H -22.42 -21.73 6.93
H -21.98 -21.25 5.30
H -20.57 -21.81 8.65
H -20.48 -20.11 8.56
H -18.28 -21.34 7.08
H -18.25 -22.02 8.68
H -18.29 -19.77 9.53
H -18.94 -18.71 7.33
H -17.25 -19.01 6.87
H -17.40 -16.72 7.74
H -16.56 -17.69 8.96
H -20.36 -16.34 9.75
H -20.22 -17.20 8.16
H -19.49 -15.69 8.31
C -29.74 -22.47 4.22
O -29.56 -21.29 5.02
C -28.73 -20.32 4.40
C -29.48 -19.60 3.24
N -30.80 -19.15 3.68
C -30.64 -17.87 4.37
C -31.97 -17.40 4.88
O -32.16 -17.94 6.16
C -33.42 -17.46 6.68
H -28.81 -23.01 4.08
H -30.21 -22.26 3.26
H -30.39 -23.17 4.76
H -27.84 -20.79 3.98
H -28.43 -19.60 5.16
H -29.52 -20.22 2.34
H -28.92 -18.76 2.83
H -30.90 -19.89 4.35
H -30.32 -17.18 3.59
H -29.87 -17.81 5.14
H -32.77 -17.59 4.16
H -31.94 -16.31 4.95
H -33.37 -16.38 6.74
H -33.51 -17.91 7.68
H -34.28 -17.63 6.03
C -26.38 -15.55 8.96
O -27.11 -14.34 8.86
C -28.53 -14.51 8.78
C -29.11 -15.16 7.47
N -29.26 -14.19 6.35
C -27.96 -13.92 5.71
C -27.58 -15.05 4.72
O -28.75 -15.23 3.84
C -28.52 -15.54 2.48
H -25.34 -15.25 9.11
H -26.45 -16.23 8.11
H -26.64 -16.04 9.90
H -28.95 -13.51 8.91
H -28.85 -15.07 9.66
H -30.08 -15.62 7.65
H -28.42 -15.94 7.15
H -29.78 -14.67 5.63
H -27.16 -13.78 6.44
H -28.02 -13.00 5.12
H -27.34 -15.93 5.31
H -26.69 -14.76 4.15
H -29.37 -15.93 1.93
H -27.80 -16.36 2.47
H -28.08 -14.72 1.92
C -16.33 -13.90 7.64
O -17.59 -14.06 6.99
C -18.17 -12.83 6.57
C -19.50 -13.03 5.87
N -20.57 -13.58 6.75
C -21.86 -13.74 6.04
C -22.84 -14.54 6.96
O -22.33 -15.88 7.02
C -23.02 -16.83 7.84
H -16.43 -13.22 8.49
H -15.59 -13.55 6.92
H -15.90 -14.83 8.02
H -17.48 -12.30 5.91
H -18.46 -12.26 7.45
H -19.36 -13.74 5.05
H -19.91 -12.09 5.49
H -20.21 -14.46 7.09
H -21.71 -14.25 5.09
H -22.34 -12.77 5.94
H -23.81 -14.57 6.46
H -22.90 -14.10 7.96
H -22.54 -17.81 7.81
H -24.05 -17.07 7.57
H -23.13 -16.59 8.90
C -29.02 -18.58 7.87
O -28.89 -18.13 9.18
C -29.72 -18.63 10.25
C -31.01 -17.93 10.21
N -31.94 -18.36 11.30
C -33.21 -17.72 11.33
C -33.86 -18.04 12.69
O -33.06 -17.57 13.74
C -33.61 -17.72 15.05
H -28.26 -18.16 7.21
H -30.01 -18.34 7.47
H -28.88 -19.66 7.90
H -29.20 -18.31 11.16
H -29.90 -19.71 10.25
H -31.55 -18.17 9.30
H -30.80 -16.86 10.29
H -31.56 -18.34 12.24
H -33.81 -18.09 10.50
H -33.25 -16.63 11.29
H -34.03 -19.11 12.87
H -34.80 -17.51 12.82
H -34.37 -16.94 15.12
H -32.84 -17.44 15.78
H -33.93 -18.75 15.24
C -25.93 -18.26 4.07
C -25.03 -18.08 5.30
O -25.65 -18.67 6.40
H -25.86 -19.32 3.83
H -25.60 -17.72 3.18
H -26.96 -17.96 4.26
H -24.89 -17.01 5.46
H -24.00 -18.42 5.14
H -25.65 -19.61 6.21
*
```


Formula: C14H39N3O4
Source: the OMol25 dataset
Level of theory: ωB97M-V/def2-TZVPD

Values from the calculation:
HOMO energy, eV: -8.927
ΔE to the lowest compared entry with this formula, charge and spin, kJ/mol: 12.2
Lowest unoccupied orbital energy, eV: 0.59
Orbital gap, eV: 9.52

Geometry as ORCA input:
```
! RIJCOSX wB97M-V def2-TZVPD def2/J DEFGRID3
* xyz 0 1
C -21.52 2.53 7.97
O -21.10 2.86 6.67
C -21.37 4.20 6.31
C -20.85 4.35 4.88
C -20.65 5.76 4.45
N -21.73 3.61 3.92
H -22.58 2.72 8.20
H -20.88 2.98 8.73
H -21.49 1.44 8.09
H -22.44 4.43 6.39
H -20.86 4.96 6.92
H -19.85 3.88 4.89
H -20.18 6.42 5.19
H -21.58 6.28 4.21
H -19.96 5.82 3.61
H -21.82 2.68 4.34
H -21.12 3.42 3.13
C -24.85 11.75 -0.35
O -25.34 11.32 0.92
C -24.35 11.28 1.92
C -25.05 11.40 3.28
C -25.77 10.11 3.66
N -26.02 12.50 3.20
H -25.66 11.69 -1.06
H -24.10 11.01 -0.68
H -24.38 12.73 -0.22
H -23.76 10.35 1.85
H -23.65 12.11 1.76
H -24.27 11.68 4.00
H -25.12 9.24 3.83
H -26.30 9.81 2.75
H -26.49 10.10 4.47
H -26.81 12.43 3.82
H -26.36 12.51 2.25
C -29.40 6.07 4.56
O -29.96 5.78 5.82
C -29.07 6.06 6.89
C -29.82 5.77 8.19
C -30.16 4.28 8.26
N -31.11 6.53 8.26
H -28.40 5.61 4.51
H -29.43 7.15 4.40
H -29.96 5.56 3.78
H -28.15 5.49 6.74
H -28.90 7.15 6.87
H -29.28 5.99 9.11
H -30.63 3.99 9.19
H -29.26 3.71 8.00
H -30.81 3.99 7.43
H -31.39 6.65 7.28
H -30.86 7.47 8.57
C -25.59 6.49 2.58
C -24.29 6.26 3.32
O -23.46 5.45 2.54
H -25.56 7.07 1.65
H -26.36 7.01 3.16
H -26.09 5.54 2.34
H -24.49 5.70 4.25
H -23.89 7.26 3.53
H -22.82 4.89 3.02
*
```